{
  "formula": "C33H61FN3O10",
  "method": "wB97M-V/def2-TZVPD",
  "species": ["C", "C", "C", "C", "C", "C", "C", "C", "C", "C", "C", "C", "C", "C", "C", "C", "C", "O", "C", "O", "N", "C", "N", "C", "C", "C", "N", "C", "C", "C", "C", "F", "C", "O", "O", "H", "H", "H", "H", "H", "H", "H", "H", "H", "H", "H", "H", "H", "H", "H", "H", "H", "H", "H", "H", "H", "H", "H", "H", "H", "H", "H", "H", "H", "H", "H", "H", "H", "H", "H", "H", "H", "H", "H", "H", "H", "H", "H", "H", "H", "H", "H", "H", "H", "C", "O", "C", "O", "O", "C", "H", "H", "H", "H", "H", "H", "C", "O", "C", "O", "O", "C", "H", "H", "H", "H", "H", "H"],
  "xyz": [[10.52678, -0.36740, 1.14962], [10.69143, 1.16054, 0.99880], [10.95078, 1.52941, -0.47770], [9.95299, 2.54076, -1.06212], [8.46855, 2.23462, -0.74127], [7.78457, 3.44132, -0.06956], [6.62625, 3.03392, 0.83712], [5.77375, 4.24244, 1.28093], [4.65842, 3.72347, 2.19203], [3.73057, 4.80690, 2.74579], [3.12569, 5.75420, 1.69449], [1.61346, 5.49402, 1.45623], [1.34005, 4.82195, 0.12525], [-0.14414, 4.56430, -0.16844], [-0.96448, 3.86045, 0.92759], [-1.15234, 2.31391, 0.81579], [0.02094, 1.48667, 0.33350], [0.52915, 1.67632, -0.98581], [1.16854, 1.55739, 1.36935], [1.46574, 2.49690, 2.08341], [1.87714, 0.34785, 1.48773], [1.15573, -0.65822, 0.63900], [2.00541, -0.84370, -0.56192], [1.28244, -1.97953, 1.43264], [0.56822, -3.20946, 0.86119], [0.86410, -3.69757, -0.52828], [-0.30400, -3.83948, 1.54133], [-0.26604, -0.06636, 0.39035], [-0.83276, -0.73361, -0.86186], [-2.03628, -0.02671, -1.51780], [-3.39222, -0.52673, -1.06412], [-3.49963, -1.89942, -1.20713], [-1.10842, -0.49022, 1.63612], [-0.71070, -0.05037, 2.75960], [-2.09363, -1.24100, 1.45927], [10.81090, -0.72725, 2.13565], [11.20040, -0.83954, 0.43489], [9.51445, -0.66117, 0.87568], [11.57290, 1.41848, 1.58616], [9.84378, 1.69763, 1.41893], [11.94586, 1.97444, -0.53496], [10.96115, 0.65097, -1.12181], [10.21980, 3.52777, -0.68447], [10.04993, 2.59573, -2.14694], [7.94545, 2.02394, -1.67314], [8.35498, 1.35777, -0.10427], [7.38807, 4.09157, -0.85228], [8.49408, 4.00853, 0.53300], [6.98197, 2.51880, 1.73147], [5.93857, 2.38749, 0.28713], [6.40110, 4.96687, 1.80534], [5.38157, 4.66442, 0.35747], [5.10952, 3.18579, 3.02913], [4.10391, 2.97355, 1.62474], [4.31748, 5.40644, 3.44936], [2.96252, 4.33462, 3.35414], [3.63847, 5.72290, 0.73686], [3.18720, 6.76370, 2.10339], [1.26753, 4.91542, 2.30657], [1.04462, 6.42938, 1.46998], [1.69514, 5.50176, -0.65907], [1.91496, 3.90733, -0.01574], [-0.58853, 5.55856, -0.29504], [-0.25660, 4.08684, -1.13923], [-1.96964, 4.28319, 0.86353], [-0.62467, 4.07837, 1.93449], [-2.06977, 2.13758, 0.25549], [-1.35077, 1.94805, 1.82224], [-0.15133, 2.03517, -1.55720], [2.82541, 0.47317, 1.16231], [2.85287, -1.34851, -0.34253], [2.28406, 0.03918, -0.97202], [2.33866, -2.27653, 1.46802], [1.00392, -1.81639, 2.46741], [1.90012, -4.04245, -0.59549], [0.20243, -4.53773, -0.71858], [0.73741, -2.93105, -1.28356], [-0.43381, -3.37681, 2.43996], [-1.16110, -1.74454, -0.64514], [-0.07528, -0.83606, -1.63420], [-1.97901, -0.23330, -2.59139], [-2.03682, 1.05801, -1.42703], [-3.65394, -0.19788, -0.06337], [-4.14774, -0.08534, -1.72755], [-9.03510, -6.26686, -0.79897], [-8.19870, -5.32528, -1.46441], [-6.93244, -5.30710, -1.01775], [-6.49717, -6.00391, -0.14062], [-6.26653, -4.39810, -1.71171], [-4.87925, -4.25136, -1.34744], [-10.02419, -6.18617, -1.24337], [-8.66678, -7.28188, -0.94052], [-9.10836, -6.03699, 0.26285], [-4.34457, -5.18636, -1.51169], [-4.78333, -3.93443, -0.31338], [-4.46587, -3.49357, -1.98857], [-16.46822, -6.35402, -2.09328], [-15.62247, -5.41328, -2.75391], [-14.36560, -5.40188, -2.30571], [-13.92585, -6.09672, -1.42890], [-13.68765, -4.49036, -2.99769], [-12.31406, -4.36941, -2.61859], [-17.45192, -6.26418, -2.54583], [-16.10130, -7.36880, -2.23703], [-16.54233, -6.12576, -1.03148], [-11.78553, -5.30616, -2.78393], [-12.22678, -4.06126, -1.57841], [-11.87421, -3.60253, -3.24907]],
  "charge": -1,
  "fmax_ev_per_a": 2.887,
  "e_tot_ev": -62875.144,
  "e_homo_ev": -5.04,
  "multiplicity": 1,
  "lumo_ev": 1.86
}

=====

{
  "formula": "C33H62I2N4O9P",
  "method": "wB97M-V/def2-TZVPD",
  "species": ["C", "C", "C", "C", "C", "C", "C", "C", "N", "C", "C", "O", "C", "C", "C", "O", "N", "C", "C", "C", "C", "I", "C", "C", "I", "N", "O", "C", "N", "C", "P", "O", "O", "O", "H", "H", "H", "H", "H", "H", "H", "H", "H", "H", "H", "H", "H", "H", "H", "H", "H", "H", "H", "H", "H", "H", "H", "H", "H", "H", "H", "H", "H", "H", "H", "H", "C", "C", "O", "C", "C", "H", "H", "H", "H", "H", "H", "H", "H", "H", "H", "C", "C", "O", "C", "C", "H", "H", "H", "H", "H", "H", "H", "H", "H", "H", "C", "C", "O", "C", "C", "H", "H", "H", "H", "H", "H", "H", "H", "H", "H"],
  "xyz": [[-5.94240, -1.94022, 1.81905], [-5.25199, -1.12784, 0.71311], [-4.42552, -1.96560, -0.23378], [-3.00821, -1.78997, -0.32067], [-2.27187, -0.75623, 0.48005], [-1.52117, -1.25680, 1.73840], [-2.31877, -2.14065, 2.74107], [-2.22574, -1.49986, 4.12483], [-3.18903, -2.01898, 5.12230], [-4.19010, -1.03930, 5.48371], [-5.63921, -1.47897, 5.39106], [-3.91543, 0.06646, 5.85723], [-2.26976, -2.59260, -1.21023], [-0.77933, -2.36760, -1.29199], [-0.27794, -1.15372, -2.09642], [0.82130, -0.75026, -1.81261], [-1.05464, -0.55577, -3.11767], [-0.18254, 0.17919, -4.04380], [-2.09349, 0.36836, -2.62036], [-2.89544, -3.59642, -1.95147], [-2.23853, -4.60709, -2.86699], [-1.17167, -3.66614, -4.47816], [-1.42440, -5.69707, -2.04250], [-1.44913, -5.52322, -0.52711], [0.59635, -5.99084, -2.71469], [-4.23074, -3.70056, -1.82123], [-4.87813, -4.70527, -2.55502], [-4.80706, -5.85469, -1.91454], [-4.83195, -6.81929, -1.29297], [-5.01883, -2.91418, -1.04250], [-6.82933, -3.23581, -1.22737], [-7.19310, -3.32704, -2.64261], [-7.69447, -2.10366, -0.53645], [-7.06154, -4.57589, -0.43666], [-5.26603, -2.21060, 2.62127], [-6.39985, -2.84897, 1.43890], [-6.75151, -1.36552, 2.26085], [-4.67709, -0.34767, 1.19255], [-6.01230, -0.61900, 0.12927], [-1.52027, -0.28439, -0.14342], [-2.91612, 0.05657, 0.79274], [-0.59664, -1.77115, 1.49467], [-1.22138, -0.35373, 2.26833], [-3.33558, -2.25107, 2.38559], [-1.84424, -3.11912, 2.77346], [-2.32243, -0.41509, 4.04850], [-1.22090, -1.70910, 4.48712], [-2.66600, -2.19284, 5.97428], [-5.69298, -2.50226, 5.03406], [-6.16844, -0.78526, 4.74763], [-6.03872, -1.47166, 6.40262], [-0.31972, -2.28261, -0.32024], [-0.33202, -3.23918, -1.76686], [0.12885, 1.13454, -3.62196], [0.69667, -0.40658, -4.28839], [-0.71621, 0.34980, -4.97643], [-1.70689, 1.04809, -1.85933], [-2.96776, -0.18608, -2.28905], [-2.41881, 0.95731, -3.47219], [-2.98245, -5.15583, -3.41660], [-1.88975, -6.65405, -2.24783], [-2.46653, -5.38829, -0.15782], [-0.77121, -4.76425, -0.15162], [-1.11586, -6.46424, -0.09369], [-8.08693, -1.57782, -1.24888], [-7.99707, -4.82714, -0.47741], [2.10923, 4.06400, 2.85311], [0.62144, 3.80609, 2.69765], [0.23447, 2.47225, 2.99273], [0.48977, 2.03386, 4.31594], [-0.23833, 2.83378, 5.38258], [2.68780, 3.34041, 2.27814], [2.35793, 5.06555, 2.50349], [2.42699, 3.98843, 3.89430], [0.33452, 3.96764, 1.65788], [0.03960, 4.51393, 3.29796], [1.56641, 2.01264, 4.51554], [0.14506, 0.99781, 4.34801], [0.13175, 3.85794, 5.44254], [-0.09749, 2.37312, 6.36047], [-1.30653, 2.87894, 5.16542], [4.08534, 4.85636, -1.62331], [4.43805, 5.70466, -0.41462], [5.02816, 4.96600, 0.63791], [6.25200, 4.31992, 0.32870], [7.36386, 5.26932, -0.08256], [3.47205, 4.00272, -1.32731], [3.53585, 5.44712, -2.35744], [4.97735, 4.46452, -2.11687], [3.52864, 6.13815, 0.00434], [5.08055, 6.54303, -0.70551], [6.09913, 3.55344, -0.43986], [6.54222, 3.79847, 1.24147], [7.15016, 5.75466, -1.03622], [8.30135, 4.72326, -0.19202], [7.49623, 6.05090, 0.66682], [9.04189, 2.55416, -4.70717], [8.39922, 2.77947, -3.34930], [6.98822, 2.90102, -3.39584], [6.28147, 1.77837, -3.88620], [6.47886, 0.51834, -3.05954], [8.72337, 3.32281, -5.41227], [10.12779, 2.58509, -4.61827], [8.77141, 1.58481, -5.12913], [8.75715, 3.72186, -2.93387], [8.69367, 1.99225, -2.64604], [6.53307, 1.59490, -4.93689], [5.22897, 2.06426, -3.86065], [7.50383, 0.14956, -3.11973], [5.82058, -0.27357, -3.41846], [6.25694, 0.71246, -2.00904]],
  "charge": 1,
  "relative_energy_kcal_mol": 0.00,
  "fmax_ev_per_a": 2.059,
  "e_tot_ev": -85095.430,
  "e_homo_ev": -10.74,
  "multiplicity": 1,
  "lumo_ev": -4.55
}

=====

Q: The highest charge belongs to which entry?
A: C33H62I2N4O9P

=====

Q: charge of number 2 (C33H62I2N4O9P)?
A: +1

=====

Q: Look up the charge of the second one.
A: +1